(1)
C4H6S2Si | the ωB97M-V functional and the def2-TZVPD basis

The value obtained for the relative energy (zero: lowest compared OMol25 entry of this formula, charge and spin) is 18.3 kcal per mole. As for the SMILES: [SiH3]C1=CC=CSS1. The LUMO energy is -0.2 eV.

Cartesian coordinates (Å):
C  0.88777  1.49058  -0.27587
C  -0.25615  0.68793  -0.27491
C  2.18039  1.20324  0.02350
C  -0.39210  -0.62879  -0.19761
Si  -1.96372  -1.48146  0.31325
S  2.64992  -0.48704  0.63536
S  1.49159  -1.57093  -0.61930
H  0.67922  2.49190  -0.67045
H  -1.17284  1.28442  -0.18597
H  2.93724  1.80463  0.41272
H  -1.62016  -2.70659  0.96041
H  -2.76045  -1.84442  -0.94249
H  -2.66071  -0.24346  0.82136

=====

(2)
C4H6S3 | the ωB97M-V functional and the def2-TZVPD basis

The value obtained for the relative energy (zero: lowest compared OMol25 entry of this formula, charge and spin) is 20.6 kcal per mole. As for the SMILES: S[C@@H]1C=CS[C@H]1S. The LUMO energy is 0.6 eV.

Cartesian coordinates (Å):
C  -0.47212  -0.63560  -1.10030
C  0.26717  -1.62765  -0.62544
C  -0.55837  0.51843  -0.30046
C  0.57529  0.47730  0.71344
S  1.03494  -1.28772  0.89014
S  -2.19356  0.15689  0.61044
S  2.10593  1.17032  -0.17150
H  -1.08736  -0.73954  -1.98775
H  0.41380  -2.69283  -1.01342
H  -0.76400  1.43846  -0.90204
H  0.50931  0.80840  1.76578
H  -1.91196  -0.01929  1.81830
H  2.08093  2.43283  0.30280

=====

(3)
C4H7BNO2P | the ωB97M-V functional and the def2-TZVPD basis

The value obtained for the relative energy (zero: lowest compared OMol25 entry of this formula, charge and spin) is 20.3 kcal per mole. As for the SMILES: OB(O)c1cccn1P. The LUMO energy is 0.2 eV.

Cartesian coordinates (Å):
B  1.78792  -0.29923  -0.58279
C  -1.34296  1.66828  -0.59518
C  0.02331  1.44642  -1.10064
C  -1.61913  0.69637  0.27124
C  0.45086  0.33908  -0.41280
N  -0.56073  -0.11567  0.39705
O  2.63431  0.10184  -1.57489
O  1.97354  -1.51690  0.02231
P  -0.31474  -1.48145  1.47581
H  -1.97638  2.45366  -0.99110
H  0.32584  2.10158  -1.87723
H  -2.49804  0.57616  0.96211
H  3.48643  -0.34940  -1.66151
H  2.94296  -1.87001  -0.11320
H  0.04012  -2.22049  0.43300
H  -1.83791  -1.59816  1.32845

=====

(4)
C4H7Br2N | the ωB97M-V functional and the def2-TZVPD basis

The value obtained for the relative energy (zero: lowest compared OMol25 entry of this formula, charge and spin) is 58.4 kcal per mole. As for the SMILES: [H]/N=C(\Br)C(C)(C)Br. The LUMO energy (alpha / beta) is -0.9 / -1.1 eV.

Cartesian coordinates (Å):
C  -0.54289  -0.09583  -1.10264
C  -0.18157  1.39485  0.96114
C  1.27499  -0.73120  0.38480
C  -0.05661  -0.10306  0.29570
N  -0.39838  -1.50079  -1.90792
Br  -1.83500  1.08066  -1.82144
Br  -1.42198  -1.11157  1.41655
H  -1.12148  1.71950  1.03602
H  0.31917  2.04677  0.20324
H  0.22671  1.39793  1.96364
H  2.10317  -0.28961  -0.17032
H  1.47235  -0.59503  1.46949
H  1.25336  -1.72414  -0.06423
H  -1.09182  -1.48849  -2.66402